Here is a cluster of 5 separate species, C33H81N4O7 in total at a distorted geometry from the Open Molecules 2025 dataset. Energies are from ωB97M-V/def2-TZVPD.

F_max: 2.0 eV/Å
gap between HOMO and LUMO: 9.5 eV
energy relative to the best compared isomer or geometry (same formula, charge and spin): 0.0 kcal per mole
electronic energy: -55802.9575 eV

Geometry as ORCA input:
```
! wB97M-V def2-TZVPD RIJCOSX def2/J DEFGRID3
* xyz 3 1
C 3.46 -0.37 1.45
C 3.64 -0.21 -0.04
N 4.83 -0.97 -0.61
C 6.09 -0.57 0.11
C 4.54 -2.44 -0.42
C 5.54 -3.37 -1.08
C 4.88 -0.65 -2.08
C 5.64 0.59 -2.47
O 5.26 1.70 -1.70
C 5.75 2.92 -2.23
H 4.36 -0.06 2.00
H 3.31 -1.39 1.81
H 2.61 0.22 1.79
H 3.80 0.85 -0.21
H 2.75 -0.53 -0.59
H 6.95 -0.76 -0.52
H 6.17 -1.13 1.04
H 5.98 0.48 0.34
H 3.52 -2.57 -0.77
H 4.48 -2.65 0.65
H 5.22 -3.70 -2.08
H 5.71 -4.26 -0.48
H 6.51 -2.90 -1.22
H 3.85 -0.67 -2.43
H 5.28 -1.53 -2.60
H 5.42 0.78 -3.53
H 6.72 0.43 -2.36
H 5.15 3.24 -3.09
H 6.80 2.84 -2.54
H 5.67 3.69 -1.47
C 1.55 0.87 -3.46
C 0.40 1.59 -4.17
N 0.20 1.22 -5.63
C -0.96 2.04 -6.14
C 1.42 1.66 -6.39
C 1.32 1.47 -7.90
C -0.01 -0.26 -5.79
C -1.06 -0.86 -4.88
O -2.29 -0.21 -5.04
C -3.17 -0.43 -3.96
H 1.38 -0.20 -3.40
H 1.58 1.32 -2.46
H 2.52 1.09 -3.90
H 0.73 2.63 -4.24
H -0.52 1.46 -3.63
H -0.62 3.04 -6.39
H -1.68 2.11 -5.33
H -1.48 1.50 -6.91
H 2.27 1.12 -6.00
H 1.58 2.71 -6.16
H 1.16 0.43 -8.17
H 2.30 1.75 -8.28
H 0.53 2.07 -8.34
H 0.95 -0.75 -5.63
H -0.28 -0.34 -6.85
H -0.68 -0.81 -3.85
H -1.16 -1.93 -5.06
H -3.34 -1.49 -3.77
H -4.13 0.01 -4.22
H -2.82 0.06 -3.04
C -3.07 3.93 1.54
C -4.44 3.46 2.00
N -4.67 1.97 1.82
C -3.71 1.22 2.68
C -6.10 1.71 2.28
C -6.38 1.92 3.75
C -4.49 1.48 0.40
C -5.15 2.33 -0.67
O -6.53 2.12 -0.64
C -7.19 2.81 -1.69
H -2.92 3.70 0.48
H -2.25 3.43 2.04
H -3.05 5.01 1.70
H -5.23 3.96 1.44
H -4.62 3.65 3.05
H -3.61 1.79 3.60
H -2.72 1.17 2.23
H -4.17 0.29 2.99
H -6.28 0.65 2.07
H -6.77 2.31 1.68
H -7.32 1.42 3.96
H -6.51 2.96 4.06
H -5.64 1.46 4.41
H -4.90 0.48 0.35
H -3.41 1.49 0.25
H -4.69 1.99 -1.62
H -4.95 3.40 -0.58
H -8.25 2.58 -1.70
H -6.76 2.54 -2.66
H -7.10 3.90 -1.59
C -1.81 -2.55 5.96
C -0.30 -2.31 5.95
N 0.25 -1.88 4.62
C -0.43 -0.62 4.16
C 1.72 -1.57 4.78
C 2.12 -0.61 5.86
C 0.09 -2.90 3.53
C 0.66 -4.27 3.75
O -0.07 -4.91 4.75
C 0.43 -6.20 5.04
H -2.17 -3.10 5.09
H -2.32 -1.59 6.01
H -2.07 -3.09 6.86
H 0.22 -3.18 6.31
H -0.14 -1.44 6.60
H -0.40 0.05 5.02
H -1.43 -0.88 3.84
H 0.16 -0.24 3.34
H 2.14 -1.40 3.79
H 2.12 -2.54 5.09
H 2.02 -0.95 6.89
H 1.64 0.37 5.85
H 3.20 -0.49 5.74
H 0.45 -2.47 2.59
H -0.99 -2.99 3.37
H 1.74 -4.27 3.93
H 0.52 -4.79 2.80
H -0.23 -6.75 5.70
H 1.39 -6.14 5.58
H 0.53 -6.81 4.14
O -0.36 0.03 -1.14
C -0.18 -0.35 0.21
O 0.55 -1.31 0.46
O -0.80 0.38 1.02
H -0.93 0.75 -0.81
*
```

Here is a cluster of 9 separate species, C33H82INO13S in total at a distorted geometry from the Open Molecules 2025 dataset. Energies are from ωB97M-V/def2-TZVPD.

F_max: 6.9 eV/Å
gap between HOMO and LUMO: 9.2 eV
structure (SMILES): CCCCCCCCCCOC(=O)N(CCCI)CCCS(=O)(=O)O.CCO.CCO.CCO.CCO.CCO.CCO.CCO.CCO
electronic energy: -82587.7905 eV

Geometry as ORCA input:
```
! wB97M-V def2-TZVPD RIJCOSX def2/J DEFGRID3
* xyz 0 1
C 3.15 -0.66 3.01
C 3.68 0.87 3.01
C 4.91 0.93 1.95
C 4.35 0.54 0.47
C 4.93 1.53 -0.68
C 3.77 2.06 -1.65
C 2.86 3.21 -0.95
C 1.54 3.53 -1.85
C 0.25 3.83 -0.96
C -1.13 3.39 -1.65
O -1.45 2.00 -1.47
C -1.87 1.74 -0.12
O -2.90 2.36 0.25
N -1.16 0.79 0.71
C -1.13 1.17 2.15
C -0.68 0.01 3.15
C -1.00 -1.48 2.67
I -3.08 -1.78 2.02
C 0.19 0.44 0.17
C -0.03 -0.81 -0.84
C 1.32 -1.22 -1.61
S 1.33 -3.00 -2.16
O 1.05 -3.17 -3.63
O 2.70 -3.61 -1.92
O 0.25 -3.96 -1.29
H 2.61 -0.95 3.97
H 2.42 -0.79 2.14
H 4.03 -1.36 2.79
H 2.86 1.60 2.67
H 4.04 1.08 4.08
H 5.32 1.99 1.93
H 5.72 0.22 2.30
H 4.59 -0.56 0.25
H 3.21 0.66 0.45
H 5.55 2.36 -0.19
H 5.63 0.88 -1.32
H 3.10 1.17 -1.89
H 4.28 2.50 -2.57
H 2.58 2.86 0.11
H 3.45 4.17 -0.82
H 1.78 4.40 -2.56
H 1.31 2.56 -2.43
H 0.23 4.96 -0.70
H 0.41 3.30 0.05
H -0.99 3.57 -2.78
H -1.93 4.12 -1.31
H -0.46 2.10 2.28
H -2.17 1.53 2.50
H 0.45 0.10 3.36
H -1.18 0.18 4.18
H -0.24 -1.88 1.91
H -0.88 -2.15 3.59
H 0.70 1.28 -0.41
H 0.94 0.08 0.95
H -0.83 -0.60 -1.62
H -0.40 -1.71 -0.24
H 1.35 -0.60 -2.57
H 2.27 -1.05 -1.00
H 0.40 -3.84 -0.32
C 6.98 -3.84 -0.16
C 7.18 -3.01 1.10
O 6.00 -2.28 1.40
H 6.72 -3.20 -1.00
H 7.88 -4.40 -0.40
H 6.15 -4.54 -0.02
H 7.99 -2.29 0.95
H 7.43 -3.65 1.95
H 5.29 -2.92 1.54
C -4.97 4.26 -4.81
C -3.95 4.29 -3.70
O -2.69 4.74 -4.19
H -4.64 3.60 -5.62
H -5.94 3.91 -4.44
H -5.10 5.26 -5.25
H -3.81 3.29 -3.28
H -4.27 4.96 -2.89
H -2.81 5.63 -4.54
C 3.66 -0.77 8.38
C 2.59 -0.66 7.31
O 2.76 -1.68 6.34
H 4.66 -0.69 7.94
H 3.54 0.02 9.13
H 3.61 -1.74 8.88
H 2.66 0.31 6.80
H 1.59 -0.75 7.75
H 2.69 -2.53 6.79
C -10.34 3.38 -4.82
C -8.88 3.78 -4.81
O -8.21 3.17 -3.71
H -10.82 3.67 -3.89
H -10.86 3.84 -5.66
H -10.44 2.29 -4.90
H -8.78 4.86 -4.71
H -8.38 3.47 -5.73
H -8.29 2.21 -3.81
C 9.80 -1.12 -1.66
C 8.97 0.14 -1.54
O 7.59 -0.15 -1.74
H 9.66 -1.57 -2.65
H 10.86 -0.91 -1.51
H 9.48 -1.86 -0.92
H 9.28 0.88 -2.29
H 9.09 0.60 -0.55
H 7.33 -0.79 -1.07
C 2.46 -6.91 -0.42
C 3.46 -6.86 0.72
O 4.71 -6.38 0.24
H 2.81 -7.55 -1.22
H 1.49 -7.28 -0.07
H 2.31 -5.91 -0.85
H 3.62 -7.86 1.13
H 3.11 -6.20 1.52
H 4.57 -5.49 -0.12
C -7.83 1.02 -0.85
C -7.91 2.09 0.22
O -6.91 1.88 1.20
H -7.96 0.02 -0.41
H -8.61 1.17 -1.61
H -6.86 1.03 -1.34
H -8.88 2.05 0.72
H -7.78 3.08 -0.21
H -6.05 1.91 0.75
C -9.62 -3.08 1.08
C -10.37 -2.34 -0.01
O -10.76 -1.05 0.44
H -10.25 -3.18 1.97
H -9.32 -4.07 0.74
H -8.73 -2.52 1.38
H -11.27 -2.88 -0.29
H -9.75 -2.22 -0.91
H -9.96 -0.57 0.68
*
```

Here is a structure of composition C33H84CdF6N2O16S2 at a distorted geometry from the Open Molecules 2025 dataset. Energies are from ωB97M-V/def2-TZVPD.

F_max: 8.5 eV/Å
gap between HOMO and LUMO: 2.6 eV
energy relative to the best compared isomer or geometry (same formula, charge and spin): 177.7 kcal per mole
electronic energy: -113849.5817 eV

Geometry as ORCA input:
```
! wB97M-V def2-TZVPD RIJCOSX def2/J DEFGRID3
* xyz 0 1
Cd 1.23 0.10 4.55
C 3.59 7.06 7.60
C 4.51 5.83 7.47
C 5.83 6.04 8.26
C 5.64 5.84 9.75
C 5.02 4.44 9.98
C 3.70 4.11 9.24
N 3.87 4.57 7.85
O 2.90 4.12 6.94
C 2.56 4.81 10.03
C 3.52 2.55 9.37
C 5.02 5.79 5.98
H 4.18 7.97 7.56
H 3.21 7.06 8.63
H 2.76 7.04 6.90
H 6.21 7.04 8.09
H 6.63 5.40 7.87
H 5.00 6.62 10.17
H 6.61 5.90 10.24
H 4.84 4.38 11.06
H 5.78 3.68 9.78
H 2.80 5.84 10.32
H 2.33 4.25 10.94
H 1.71 4.79 9.35
H 3.52 2.27 10.42
H 4.28 1.98 8.83
H 2.66 2.14 8.83
H 5.64 6.66 5.76
H 4.22 5.74 5.25
H 5.61 4.88 5.84
C -2.94 2.48 1.87
F -3.57 3.60 1.51
F -2.42 2.56 3.08
F -3.76 1.41 1.80
S -1.52 2.12 0.53
O -2.29 2.05 -0.69
O -0.58 3.23 0.61
N -0.80 0.56 1.01
S -0.60 -0.23 -0.33
O -0.01 0.47 -1.45
O 0.15 -1.43 -0.01
C -2.32 -0.92 -0.85
F -2.39 -2.22 -0.69
F -3.28 -0.44 -0.03
F -2.59 -0.66 -2.12
C -6.76 2.48 -8.51
C -6.49 0.97 -8.62
O -6.01 0.72 -9.92
H -7.54 2.80 -9.21
H -5.84 2.98 -8.82
H -6.94 2.81 -7.49
H -7.43 0.46 -8.38
H -5.72 0.60 -7.94
H -6.74 0.60 -10.54
C 1.42 -7.08 -5.89
C 0.83 -7.96 -4.80
O 1.86 -8.79 -4.20
H 2.06 -6.30 -5.48
H 0.68 -6.62 -6.55
H 2.06 -7.68 -6.55
H 0.19 -8.64 -5.36
H 0.17 -7.51 -4.06
H 2.39 -8.22 -3.65
C -8.14 3.81 7.75
C -9.25 2.79 7.97
O -8.65 1.54 8.10
H -7.56 3.68 6.83
H -7.38 3.79 8.54
H -8.57 4.81 7.75
H -9.94 2.81 7.12
H -9.87 3.12 8.80
H -9.34 0.87 8.04
C 7.55 -9.18 -2.19
C 7.49 -7.83 -1.51
O 6.17 -7.36 -1.40
H 7.25 -9.16 -3.24
H 6.98 -9.91 -1.60
H 8.59 -9.50 -2.17
H 8.04 -7.04 -2.02
H 7.93 -7.91 -0.51
H 6.19 -6.53 -0.93
C 4.25 5.34 -3.53
C 4.82 6.74 -3.58
O 4.34 7.41 -4.73
H 3.22 5.24 -3.88
H 4.40 4.97 -2.51
H 4.79 4.67 -4.21
H 5.91 6.69 -3.53
H 4.46 7.33 -2.73
H 4.85 8.22 -4.82
C -3.19 -4.32 6.60
C -3.00 -3.15 5.63
O -2.11 -2.18 6.21
H -3.49 -3.99 7.60
H -2.37 -5.02 6.68
H -3.99 -4.95 6.20
H -3.93 -2.66 5.33
H -2.51 -3.54 4.74
H -2.54 -1.93 7.03
C -6.20 -6.06 -5.22
C -7.25 -5.11 -4.62
O -8.47 -5.75 -4.69
H -6.21 -6.95 -4.59
H -5.15 -5.77 -5.29
H -6.48 -6.39 -6.21
H -7.37 -4.26 -5.29
H -7.00 -4.69 -3.65
H -9.09 -5.02 -4.57
C -3.08 8.03 -3.86
C -2.58 7.55 -5.20
O -3.52 7.98 -6.15
H -4.03 7.56 -3.59
H -3.18 9.11 -3.84
H -2.38 7.71 -3.09
H -2.56 6.46 -5.19
H -1.60 7.95 -5.41
H -3.23 7.93 -7.06
C 7.11 -1.65 -5.21
C 6.84 -2.16 -6.65
O 8.03 -2.06 -7.38
H 7.40 -0.60 -5.28
H 7.81 -2.31 -4.69
H 6.17 -1.77 -4.68
H 6.07 -1.53 -7.09
H 6.52 -3.20 -6.66
H 8.56 -2.77 -7.01
C -2.51 -9.03 1.75
C -2.26 -10.08 2.83
O -3.36 -10.94 2.96
H -1.63 -8.40 1.66
H -3.34 -8.40 2.07
H -2.77 -9.52 0.81
H -2.11 -9.56 3.78
H -1.34 -10.61 2.58
H -3.27 -11.64 2.32
C -0.04 0.96 -9.45
C -0.13 -0.51 -9.72
O -0.98 -0.85 -10.78
H 0.76 1.25 -8.76
H -0.98 1.43 -9.18
H 0.29 1.38 -10.40
H -0.53 -0.98 -8.82
H 0.84 -0.98 -9.88
H -1.85 -0.52 -10.53
*
```

The highest gap between HOMO and LUMO belongs to which entry?
C33H81N4O7